[1]
A cluster of 14 separate species, C54H144N8O22 in total at a distorted geometry, computed with the ωB97M-V functional and the def2-TZVPD basis.

Output
Electronic energy = -4236.6735 Ha
LUMO energy = 0.01195 Eh

Atoms and positions in Å:
H -3.06 0.12 -1.74
H 7.25 -3.00 4.57
H 1.59 5.08 0.79
H 3.72 -6.36 -2.38
H 1.21 2.54 -4.75
H -0.45 1.04 0.65
H -2.13 -1.57 4.40
H -2.73 0.66 4.75
H 3.90 4.08 -6.91
H 8.73 -1.25 4.96
O 5.00 3.57 2.33
H 6.53 4.58 1.48
H 4.01 -0.35 2.74
N 8.60 -1.50 3.97
H 0.92 -2.07 -2.44
H -7.31 -2.69 4.18
H 3.65 1.70 -6.28
H -5.93 3.20 3.08
H 3.24 -0.69 5.50
H 0.55 7.13 -5.05
O 0.22 3.22 3.69
C 6.07 3.23 -4.51
H 6.34 2.96 0.81
C 1.34 0.62 1.54
H -6.93 -3.32 -2.91
H 2.54 1.58 0.07
H 4.12 -0.79 0.12
H 2.87 3.97 0.09
C 2.15 1.79 1.05
C -2.71 3.69 2.53
H 2.79 4.21 1.80
H -8.88 -0.75 4.69
H -8.60 -2.47 6.80
H -2.16 3.72 3.46
H -5.89 -2.04 -4.70
H 1.39 -3.80 -4.33
C -8.24 -4.38 5.94
H 6.81 3.92 -4.92
O 0.70 5.08 -5.07
H -2.52 -4.17 -1.58
N -7.48 -2.24 5.08
H -0.93 4.46 1.58
O -2.49 4.40 0.21
O 1.39 0.16 -5.23
H 2.13 2.39 4.20
O -5.24 2.01 5.47
H 1.17 -1.01 -6.93
O -1.43 -0.88 4.22
H 5.21 4.15 0.35
H -2.23 5.63 1.74
H 5.16 -1.70 4.14
C 4.85 0.36 2.81
H -4.57 -0.13 -4.18
C 1.16 -3.11 -2.22
C 2.10 0.19 -4.00
H -7.70 -0.28 5.78
H -7.96 -0.87 -1.78
H 2.05 -0.22 1.71
C 5.81 3.82 1.19
C 3.52 -5.30 -2.50
O -7.10 -0.80 2.56
H -6.14 0.75 1.46
H -4.49 -3.10 -4.65
H -0.73 -0.96 2.00
H -5.30 3.99 5.22
H 0.61 3.03 2.80
H 4.08 3.12 -4.60
H -0.83 3.32 -0.45
C 1.62 5.09 -3.98
H -3.26 -5.71 -0.24
H -1.14 1.14 4.00
C 9.01 -0.49 3.08
H -0.49 -5.05 -3.61
H -5.50 -4.90 1.17
H 1.50 3.52 5.33
O -5.00 -3.35 -0.24
H -1.82 -0.01 -5.11
H 2.98 1.90 1.78
H 5.10 0.90 -1.24
H -8.97 -4.90 6.60
C 7.28 -2.14 3.88
H 4.78 1.02 3.65
C -7.80 -0.86 4.85
H -3.92 -6.80 -1.45
H -6.94 -2.64 -0.58
H -9.52 -2.86 5.27
C 1.35 -1.12 -5.86
C -1.67 -1.05 0.07
H 0.53 -0.73 4.72
H -5.90 -0.33 4.15
H -4.01 1.11 -0.69
H -8.41 0.83 -2.27
H -2.67 -7.40 -0.31
C 10.52 -0.36 2.97
H -4.66 1.97 3.08
H -0.91 -0.61 -3.67
O -2.46 0.10 0.24
H 5.33 1.34 -6.67
O 6.10 -0.33 2.99
H 7.02 3.18 -2.57
H -6.76 -4.40 -0.60
O -6.38 0.42 -2.16
H -5.11 -0.70 1.88
H -7.85 0.56 -0.67
C 5.32 1.27 -2.26
H -1.37 -1.19 -0.96
H 2.02 -1.93 6.16
O 3.93 -1.81 -1.71
H 6.41 1.07 -2.37
H 12.47 1.57 1.20
C -1.95 3.38 -0.52
H 2.96 -2.14 0.02
H 8.65 -0.69 2.11
H -2.17 0.69 -3.54
C 0.70 6.29 -5.76
H 0.75 1.32 -2.73
O 4.18 1.97 -8.25
C -3.01 -6.56 -0.88
H -4.52 4.11 1.77
C 1.94 -3.75 -3.39
H -2.42 0.53 2.97
H 2.54 -0.61 -0.71
C -4.69 3.13 4.88
H 3.17 0.26 -4.29
H 3.61 0.72 -9.78
H -4.04 -3.92 1.46
C -2.04 4.59 1.55
C -5.97 -3.45 -2.40
C 1.45 3.77 -3.23
H 0.79 1.87 5.23
H 0.54 -1.68 -5.41
C -3.47 0.19 -0.72
H 4.78 0.68 -2.99
H 1.97 3.74 -2.27
C -2.17 -4.88 -2.34
H -2.31 -1.94 0.27
H -3.92 -0.95 -5.54
H 1.78 -3.06 -1.32
H -5.68 -3.27 1.77
H 2.44 1.47 -2.37
H 5.82 4.48 -2.69
C -7.67 -6.23 4.75
C 12.22 0.80 1.90
H -7.22 -4.48 6.36
H 10.80 -1.38 2.67
C -6.92 -0.21 3.81
O 5.01 2.67 -2.32
N 1.89 2.59 -4.00
H 6.35 -0.56 5.00
H -5.54 -4.43 -2.61
N 0.26 0.31 0.63
C 2.17 4.15 0.93
C -4.87 3.06 3.37
H 1.84 -0.21 6.53
O 10.83 0.60 2.00
H 0.17 -4.60 -1.15
H -2.91 -4.99 -3.14
H -5.84 -0.35 -2.15
C -4.06 -1.03 -4.46
C 4.72 3.43 -6.50
C 3.39 -1.28 -0.53
H 6.47 2.26 -4.82
C -1.88 -0.23 -4.06
H 4.97 0.94 1.89
H 11.04 -0.08 3.90
H -5.69 2.91 7.30
C -0.92 -4.28 -2.91
H -4.17 -0.61 -0.61
O 1.37 2.97 1.10
N -4.11 4.06 2.67
H -2.58 2.65 2.18
O -2.78 -1.28 -3.89
H 1.68 6.46 -6.18
C -4.93 -2.20 -4.22
H 5.64 3.77 -6.98
N 4.83 3.67 -5.10
C 1.72 1.40 -3.19
N -5.13 -2.34 -2.75
H 5.59 3.37 3.04
H -8.19 -6.67 5.62
H 0.36 3.69 -3.01
H 4.91 0.10 -8.72
C -6.14 -0.35 1.62
H 7.25 -2.59 2.90
O -8.29 -4.97 4.67
C 3.95 0.63 -8.74
H -7.84 -6.86 3.89
C -0.45 -0.94 0.95
H 2.82 -3.17 -3.64
O 1.47 -0.76 4.54
O 2.26 -5.13 -3.10
C 6.17 -1.19 4.09
H 1.39 5.93 -3.34
H 4.58 -2.43 -1.37
H 8.67 0.53 3.30
C 2.19 -0.92 5.73
H -0.07 6.28 -6.51
C 4.49 2.00 -6.91
N -0.03 -3.88 -1.83
H -2.33 2.38 -0.30
H -1.17 -3.41 -3.55
C 1.19 2.72 4.66
H 0.19 -1.80 0.82
H -3.64 3.30 5.19
H 2.32 -1.58 -5.76
C 6.01 3.42 -2.99
C -1.98 0.43 3.98
C -8.54 -2.92 5.80
H -2.16 3.63 -1.55
H 12.62 1.10 2.90
C -5.09 -3.89 1.11
C -5.28 2.01 6.85
H -6.60 -6.20 4.93
H 2.64 5.16 -4.36
H -4.31 1.83 7.34
H 1.91 -0.71 -3.40
H -6.43 -0.84 0.68
H -4.24 -2.39 -2.27
H 4.35 -4.89 -3.03
H 3.55 -4.79 -1.50
C -7.73 0.21 -1.67
C -6.25 -3.45 -0.90
H -7.09 0.87 3.79
H -5.91 1.18 7.12
H 3.14 0.15 -8.13
O -1.91 -6.18 -1.72
H 12.71 -0.14 1.63
H 1.00 0.81 2.55

Mulliken atomic charge list, values in e, 8 entries: -0.338 0.369 0.295 0.318 0.274 -0.768 0.288 0.501

[2]
A structure of composition C54H156N4O47Pt2 at a distorted geometry, computed with the ωB97M-V functional and the def2-TZVPD basis.

Output
Electronic energy = -6144.1327 Ha
Multiplicity = 5
LUMO energy (alpha / beta) = -0.14698 / -0.14792 Eh
Total charge = +2
Energy relative to the best compared isomer or geometry (same formula, charge and spin) = 3.3 kcal/mol

Atoms and positions in Å:
H 9.47 19.20 22.66
C 15.68 19.82 19.64
H 21.37 12.74 26.97
H 19.83 20.55 24.10
H 16.27 11.51 27.40
H 19.65 17.05 28.36
H 11.29 20.81 23.03
O 9.47 15.37 20.47
O 21.80 15.92 22.00
C 17.39 16.83 16.13
H 15.27 22.83 22.09
C 18.52 20.31 14.45
H 23.20 14.53 21.43
H 11.43 12.95 20.65
H 19.99 20.08 29.99
C 8.09 15.23 20.41
H 19.35 18.09 23.87
H 21.30 18.72 22.53
H 17.92 17.15 17.05
O 14.29 20.31 27.13
H 15.76 20.54 22.86
H 16.84 13.94 21.38
H 14.13 17.55 19.43
C 13.70 12.12 21.61
C 10.41 18.93 23.17
C 20.32 14.62 28.45
C 23.17 14.81 23.67
H 11.97 19.42 26.87
H 10.66 21.35 25.38
H 13.51 16.74 28.18
H 15.27 20.98 24.54
O 16.49 14.61 30.25
H 11.09 18.35 22.52
O 19.63 15.14 23.78
H 13.99 14.21 21.13
H 16.91 19.19 28.43
C 14.77 19.01 26.66
H 17.65 14.44 22.67
N 18.87 16.40 28.12
C 17.77 15.14 19.26
H 17.40 11.87 22.64
H 12.48 18.67 20.37
C 16.81 17.24 24.29
H 17.12 15.75 16.20
H 15.99 21.29 14.06
H 14.63 22.26 19.89
H 22.36 13.03 23.33
H 14.80 19.88 20.30
H 19.01 19.68 25.28
H 14.90 16.32 16.41
H 16.04 20.74 16.97
H 15.21 12.24 23.94
H 9.67 15.58 22.28
H 20.83 17.59 26.42
H 14.31 17.18 31.98
C 15.61 12.32 27.12
O 18.77 17.97 21.67
O 13.96 18.34 22.30
H 12.97 22.16 24.85
H 16.03 17.54 14.68
H 17.19 22.65 14.10
O 12.52 21.97 25.70
O 13.43 12.50 22.94
H 7.71 16.02 19.76
C 17.68 17.15 28.48
H 12.13 19.79 24.25
H 14.35 12.03 28.80
C 13.38 13.32 20.81
H 14.34 16.33 29.37
H 28.23 16.38 30.01
C 21.12 19.89 25.79
H 18.22 20.52 29.95
H 15.24 18.44 27.47
O 9.97 15.44 23.20
H 12.68 18.09 14.25
H 14.29 17.41 14.04
H 15.67 23.97 26.72
C 15.52 22.62 23.19
H 13.84 22.47 17.51
H 14.88 22.79 15.31
H 18.78 18.98 30.63
H 13.00 17.85 16.80
Pt 18.98 15.77 25.96
H 16.85 16.80 27.92
H 21.97 19.58 25.20
H 14.90 23.35 23.76
C 15.20 21.21 23.46
O 14.60 16.73 19.34
C 16.76 23.86 26.65
H 11.07 17.15 26.62
C 14.84 15.47 24.18
C 23.03 15.33 22.24
H 16.39 19.04 20.03
H 13.63 13.17 19.73
H 15.88 13.44 31.91
C 11.10 20.10 23.83
O 19.83 14.09 27.15
H 15.55 19.11 25.86
H 10.34 21.10 21.20
H 20.89 13.83 29.00
O 12.87 16.22 14.93
H 12.22 14.54 19.05
C 13.42 17.48 14.73
H 21.64 14.30 26.10
H 10.45 16.33 27.62
C 19.19 15.74 15.09
H 14.79 16.80 18.39
C 19.06 15.22 28.97
C 14.48 21.61 17.78
C 15.03 15.31 32.08
C 18.97 19.72 29.85
C 16.63 21.89 14.71
H 17.13 24.21 25.65
O 13.79 21.02 23.16
H 20.49 19.45 27.67
O 16.78 15.29 25.57
H 13.20 15.57 13.01
H 12.44 14.41 14.13
C 18.78 10.74 20.55
H 23.88 16.01 22.08
H 16.48 18.66 15.91
H 16.39 16.29 19.94
C 20.89 13.54 26.35
O 14.18 16.09 28.45
H 13.66 12.06 24.95
H 20.36 14.52 23.71
O 20.88 16.75 25.86
H 18.71 14.78 14.93
O 18.96 19.29 28.56
H 15.30 19.47 18.66
O 13.14 15.96 22.74
H 10.46 18.75 18.73
H 17.90 10.18 18.80
H 18.00 17.52 21.35
H 18.23 22.22 26.56
O 21.05 19.11 26.98
H 21.93 16.71 21.53
H 16.90 22.30 28.63
O 10.55 12.25 23.68
H 18.87 19.14 19.84
O 17.09 11.00 22.31
H 19.02 15.32 30.06
O 14.41 16.44 31.35
H 18.79 10.03 22.58
O 12.43 18.58 27.05
H 17.03 13.70 17.71
H 18.51 14.45 19.77
H 14.10 19.02 15.96
H 15.91 15.66 32.69
H 18.07 19.35 14.18
C 16.09 15.94 24.71
C 14.27 12.19 27.75
O 10.35 16.53 26.67
N 15.00 17.31 16.56
H 19.61 10.12 20.19
C 16.20 17.63 15.74
H 10.03 16.28 23.76
H 19.60 15.79 23.07
O 16.27 21.06 19.52
H 24.18 14.48 23.93
O 16.76 21.70 27.84
O 18.27 16.82 14.99
H 7.62 15.39 21.42
C 11.25 20.61 19.47
H 18.67 21.00 13.63
C 15.32 22.08 19.04
H 19.41 20.26 15.11
H 21.25 20.95 26.04
C 16.01 18.08 23.59
O 10.15 20.52 20.42
H 17.61 9.22 21.50
H 13.88 20.78 18.12
C 15.49 14.17 31.16
H 14.32 14.88 32.90
O 17.12 13.70 22.32
H 11.57 15.86 13.51
H 16.79 12.33 19.46
H 19.92 17.64 19.90
H 11.88 15.83 20.28
H 13.06 11.29 21.30
C 19.98 19.68 24.80
H 16.54 21.91 25.84
C 15.71 22.41 15.82
H 9.90 13.62 19.36
H 15.81 14.72 18.51
H 21.16 19.74 19.95
O 18.03 17.32 24.60
O 27.40 16.39 29.49
C 12.49 15.46 13.86
H 21.04 15.39 28.15
H 16.23 23.24 16.31
O 21.74 18.82 21.67
C 14.16 11.86 24.00
H 16.22 14.19 26.80
H 16.98 25.28 27.95
C 14.18 16.25 23.27
H 13.67 20.12 22.79
C 14.67 17.66 23.00
O 13.42 13.32 27.42
O 22.16 13.83 23.85
H 15.01 20.84 27.45
H 14.70 13.61 30.68
O 17.38 24.43 27.79
H 23.06 15.63 24.35
H 9.48 18.26 24.83
H 18.16 15.82 18.47
H 14.17 10.76 23.82
O 17.75 10.84 19.52
O 17.62 21.02 15.34
H 11.00 21.32 18.70
H 13.86 14.12 27.76
C 10.24 14.71 19.53
H 19.13 11.72 20.86
O 16.81 22.86 23.48
H 16.25 14.32 29.33
C 17.83 18.66 28.08
H 20.46 13.24 25.40
H 15.86 22.95 18.87
C 13.81 17.97 16.02
Pt 11.83 14.12 23.14
C 17.15 22.40 26.66
H 19.64 15.69 16.07
O 10.15 17.96 24.20
C 13.50 18.43 26.11
C 19.53 18.50 20.49
C 11.66 14.80 19.96
C 20.71 19.39 20.87
H 10.54 12.29 24.69
C 18.07 10.15 21.79
H 26.78 16.89 30.04
H 7.69 14.28 20.08
H 20.35 20.32 21.26
H 9.64 12.46 23.37
O 17.13 15.81 20.34
H 18.22 14.58 28.84
H 10.12 15.27 18.61
H 14.73 11.88 21.47
N 15.24 21.31 16.64
C 11.45 19.22 18.83
H 15.57 12.49 26.05
H 12.20 20.94 19.89
H 16.48 19.04 23.28
H 13.17 18.95 25.22
H 17.46 17.13 29.57
H 17.43 22.96 22.72
H 13.59 17.34 25.93
O 16.36 13.18 19.63
O 20.23 18.59 24.02
H 13.76 11.33 27.31
C 16.74 14.15 18.67
H 17.84 18.77 26.97
O 12.31 18.32 19.52
H 11.84 19.39 17.80
H 13.19 21.44 26.25
O 11.66 14.08 25.61
O 16.09 13.57 27.51
H 20.00 15.93 14.40
H 21.03 17.25 24.99
H 14.27 14.66 24.61
H 11.24 14.93 25.87
N 12.01 13.75 20.97
H 12.46 13.98 26.16
O 10.25 20.69 24.82

Mulliken atomic charge list, values in e, 8 entries: 0.336 1.587 0.321 0.255 0.379 0.433 -0.138 -0.252